# 1
Formula: C7H15ClNO4
Source: the OMol25 dataset
Level of theory: ωB97M-V/def2-TZVPD

Atoms and positions in Å:
C 3.234 -1.519 -1.052
C 1.981 -1.072 -1.818
C 1.284 0.042 -1.045
O 0.485 -0.503 -0.018
C -0.879 -0.146 -0.069
N -1.555 -0.642 -1.269
C -1.574 -1.989 -1.495
O -1.286 -2.586 -2.517
O -2.119 -2.648 -0.378
Cl -1.162 -3.960 0.074
H 3.954 -0.706 -1.032
H 3.673 -2.409 -1.485
H 2.928 -1.719 -0.030
H 1.320 -1.931 -1.865
H 2.230 -0.756 -2.827
H 0.721 0.704 -1.700
H 2.054 0.660 -0.583
H -1.343 -0.625 0.781
H -1.048 0.931 0.029
H -1.318 -0.152 -2.117
C -0.917 2.891 3.039
C -1.981 2.367 2.045
O -1.672 2.614 0.759
H -0.803 3.974 2.938
H -1.196 2.674 4.085
H 0.051 2.422 2.845
H -2.953 2.810 2.395
H -2.108 1.274 2.307

Results
E_tot in a.u.: -1091.5658
Spin multiplicity: 1
HOMO energy in eV: -2.9
E_LUMO in Eh: 0.087
Charge: -1
Kohn-Sham gap in Eh: 0.1938

From a Löwdin analysis of the wavefunction, the atomic charges in e read: atom 1 (C): -0.110, atom 2 (C): -0.223, atom 3 (C): -0.230, atom 4 (O): -0.117, atom 5 (C): -0.195, atom 6 (N): 0.128, atom 7 (C): -0.643, atom 8 (O): 0.054, atom 9 (O): -0.478, atom 10 (Cl): 0.693, atom 11 (H): 0.065, atom 12 (H): 0.061, atom 13 (H): 0.073, atom 14 (H): 0.093, atom 15 (H): 0.102, atom 16 (H): 0.119, atom 17 (H): 0.120, atom 18 (H): 0.122, atom 19 (H): 0.088, atom 20 (H): 0.137, atom 21 (C): -0.155, atom 22 (C): -0.602, atom 23 (O): -0.371, atom 24 (H): 0.045, atom 25 (H): 0.043, atom 26 (H): 0.046, atom 27 (H): 0.069, atom 28 (H): 0.067

=====

# 2
Formula: C7H15INO4PTm
Source: the OMol25 dataset
Level of theory: ωB97M-V/def2-TZVPD

Atoms and positions in Å:
C 3.669 0.624 -0.139
O 2.259 0.955 0.079
C 1.508 0.060 0.876
I 2.403 -0.388 2.833
P 1.421 -1.746 0.380
O 1.787 -2.413 1.699
C 0.100 0.695 1.131
N -0.880 -0.121 1.764
C -0.489 1.377 -0.154
C -1.959 1.081 -0.519
C -2.197 -0.138 -1.439
C -3.020 -1.233 -0.736
O -3.501 -1.050 0.345
O -3.203 -2.372 -1.411
H 4.055 1.322 -0.883
H 3.782 -0.389 -0.526
H 4.229 0.748 0.788
H 2.310 -2.022 -0.661
H 0.142 -2.086 -0.063
H 0.314 1.506 1.845
H -0.667 -0.437 2.703
H -1.361 -0.839 1.233
H -0.457 2.468 0.055
H 0.110 1.172 -1.066
H -2.349 1.953 -1.055
H -2.540 0.989 0.400
H -2.762 0.181 -2.320
H -1.272 -0.579 -1.842
H -2.561 -2.532 -2.116
Tm 1.127 3.213 -1.200

Results
E_tot in a.u.: -2354.4404
Spin multiplicity: 3
HOMO energy (spin up / spin down) in eV: -18.8 / -18.8
E_LUMO (spin up / spin down) in Eh: -0.470 / -0.479
Charge: +3
Kohn-Sham gap (spin up / spin down) in Eh: 0.2197 / 0.2102

From a Löwdin analysis of the wavefunction, the atomic charges in e read: atom 1 (C): -0.031, atom 2 (O): -0.329, atom 3 (C): -0.781, atom 4 (I): 1.574, atom 5 (P): 0.843, atom 6 (O): -0.542, atom 7 (C): -0.431, atom 8 (N): 0.094, atom 9 (C): -0.219, atom 10 (C): -0.144, atom 11 (C): -0.073, atom 12 (C): -0.524, atom 13 (O): 0.145, atom 14 (O): 0.163, atom 15 (H): 0.107, atom 16 (H): 0.093, atom 17 (H): 0.082, atom 18 (H): 0.055, atom 19 (H): 0.050, atom 20 (H): 0.142, atom 21 (H): 0.104, atom 22 (H): 0.079, atom 23 (H): 0.057, atom 24 (H): 0.066, atom 25 (H): 0.130, atom 26 (H): 0.130, atom 27 (H): 0.143, atom 28 (H): 0.114, atom 29 (H): 0.131, atom 30 (Tm): 1.771

=====

# 3
Formula: C7H15N
Source: the OMol25 dataset
Level of theory: ωB97M-V/def2-TZVPD

Atoms and positions in Å:
C -0.059 -1.709 2.584
C 0.384 -0.665 1.593
C -0.365 0.289 1.040
C -1.872 0.167 1.086
C 0.267 1.309 0.097
C 1.199 0.683 -0.960
C 0.505 -0.309 -1.873
N 0.175 0.370 -3.144
H -0.021 -1.343 3.614
H -1.050 -2.130 2.399
H 0.667 -2.514 2.567
H 1.463 -0.672 1.440
H -2.369 0.946 0.510
H -2.249 0.178 2.115
H -2.188 -0.802 0.687
H 0.908 1.958 0.689
H -0.535 1.808 -0.450
H 1.697 1.492 -1.505
H 2.032 0.190 -0.447
H -0.431 -0.619 -1.416
H 1.180 -1.146 -2.054
H -0.352 -0.214 -3.783
H 1.051 0.591 -3.605

Results
E_tot in a.u.: -330.4341
Spin multiplicity: 1
HOMO energy in eV: -8.7
E_LUMO in Eh: 0.040
Kohn-Sham gap in Eh: 0.3597

From a Löwdin analysis of the wavefunction, the atomic charges in e read: atom 1 (C): -0.098, atom 2 (C): -0.138, atom 3 (C): -0.306, atom 4 (C): -0.063, atom 5 (C): -0.161, atom 6 (C): -0.220, atom 7 (C): -0.275, atom 8 (N): -0.017, atom 9 (H): 0.078, atom 10 (H): 0.067, atom 11 (H): 0.062, atom 12 (H): 0.101, atom 13 (H): 0.070, atom 14 (H): 0.080, atom 15 (H): 0.080, atom 16 (H): 0.110, atom 17 (H): 0.108, atom 18 (H): 0.108, atom 19 (H): 0.093, atom 20 (H): 0.104, atom 21 (H): 0.103, atom 22 (H): 0.057, atom 23 (H): 0.059

=====

# 4
Formula: C7H15N
Source: the OMol25 dataset
Level of theory: ωB97M-V/def2-TZVPD

Atoms and positions in Å:
C 0.715 1.265 0.329
C -1.754 0.861 -0.913
C 1.908 0.590 0.933
C -0.852 0.178 0.085
C -0.881 0.599 1.396
H 0.722 1.270 -0.760
H 0.474 2.271 0.663
H -1.347 0.831 -1.922
H -1.965 1.899 -0.646
H -2.704 0.322 -0.931
H 2.772 0.711 0.276
H 1.685 -0.497 1.032
H 2.143 0.994 1.919
H -1.451 1.464 1.712
H -0.378 -0.012 2.139
C 0.469 -1.361 -1.521
C -0.343 -1.328 -0.216
N 0.353 -1.960 0.815
H -0.285 -2.154 1.589
H -1.342 -1.758 -0.460
H 1.474 -0.969 -1.351
H 0.582 -2.402 -1.823
H 0.006 -0.812 -2.345

Results
E_tot in a.u.: -330.2819
Spin multiplicity: 1
HOMO energy in eV: -6.2
E_LUMO in Eh: 0.008
Kohn-Sham gap in Eh: 0.2337

From a Löwdin analysis of the wavefunction, the atomic charges in e read: atom 1 (C): -0.064, atom 2 (C): -0.043, atom 3 (C): -0.119, atom 4 (C): -0.355, atom 5 (C): 0.085, atom 6 (H): 0.110, atom 7 (H): 0.105, atom 8 (H): 0.077, atom 9 (H): 0.087, atom 10 (H): 0.097, atom 11 (H): 0.083, atom 12 (H): 0.052, atom 13 (H): 0.079, atom 14 (H): 0.109, atom 15 (H): 0.100, atom 16 (C): -0.076, atom 17 (C): -0.543, atom 18 (N): -0.100, atom 19 (H): -0.015, atom 20 (H): 0.132, atom 21 (H): 0.065, atom 22 (H): 0.074, atom 23 (H): 0.060

=====

# 5
Formula: C7H15N
Source: the OMol25 dataset
Level of theory: ωB97M-V/def2-TZVPD

Atoms and positions in Å:
C -0.947 -1.550 1.985
C 0.116 -2.122 1.097
C 0.294 -1.414 -0.311
N -0.021 0.019 -0.154
C 1.191 0.852 -0.050
C 0.702 2.291 -0.463
C -0.642 1.966 -1.311
C -0.601 0.475 -1.450
H -0.763 -1.704 3.043
H -0.974 -0.463 1.861
H -2.010 -1.870 2.001
H 1.124 -1.991 1.602
H -0.072 -3.215 0.906
H 1.336 -1.582 -0.594
H -0.261 -1.921 -1.105
H 2.064 0.644 -0.658
H 1.465 0.854 1.022
H 1.510 2.815 -0.995
H 0.206 2.874 0.330
H -0.737 2.582 -2.212
H -1.390 2.269 -0.582
H -0.028 0.222 -2.356
H -1.561 -0.031 -1.605

Results
E_tot in a.u.: -330.4174
Spin multiplicity: 1
HOMO energy in eV: -9.0
E_LUMO in Eh: 0.041
Kohn-Sham gap in Eh: 0.3718

From a Löwdin analysis of the wavefunction, the atomic charges in e read: atom 1 (C): -0.148, atom 2 (C): -0.233, atom 3 (C): -0.205, atom 4 (N): -0.168, atom 5 (C): -0.194, atom 6 (C): -0.131, atom 7 (C): -0.168, atom 8 (C): -0.228, atom 9 (H): 0.058, atom 10 (H): 0.061, atom 11 (H): 0.076, atom 12 (H): 0.114, atom 13 (H): 0.109, atom 14 (H): 0.103, atom 15 (H): 0.107, atom 16 (H): 0.105, atom 17 (H): 0.118, atom 18 (H): 0.096, atom 19 (H): 0.094, atom 20 (H): 0.103, atom 21 (H): 0.093, atom 22 (H): 0.119, atom 23 (H): 0.119

=====

# 6
Formula: C7H15N
Source: the OMol25 dataset
Level of theory: ωB97M-V/def2-TZVPD

Atoms and positions in Å:
C 1.857 0.032 -1.376
C 1.213 0.060 0.003
C 2.293 0.038 1.077
C -0.035 -0.483 0.323
N -0.259 -1.500 1.209
C -1.140 0.252 -0.332
C -1.520 1.594 0.308
C -2.379 -0.551 -0.712
H 2.558 -0.807 -1.477
H 1.117 -0.035 -2.175
H 2.409 0.963 -1.538
H 1.883 0.112 2.087
H 2.885 -0.886 1.046
H 2.985 0.874 0.932
H 0.532 -2.074 1.468
H -1.195 -1.866 1.309
H -0.208 0.693 -1.092
H -1.691 2.338 -0.477
H -2.448 1.526 0.890
H -0.725 1.986 0.948
H -2.988 0.003 -1.433
H -2.125 -1.521 -1.149
H -3.019 -0.746 0.161

Results
E_tot in a.u.: -330.3754
Spin multiplicity: 1
HOMO energy in eV: -6.9
E_LUMO in Eh: 0.034
Kohn-Sham gap in Eh: 0.2864

From a Löwdin analysis of the wavefunction, the atomic charges in e read: atom 1 (C): -0.100, atom 2 (C): -0.334, atom 3 (C): -0.102, atom 4 (C): -0.337, atom 5 (N): 0.148, atom 6 (C): -0.376, atom 7 (C): -0.076, atom 8 (C): -0.075, atom 9 (H): 0.077, atom 10 (H): 0.067, atom 11 (H): 0.073, atom 12 (H): 0.068, atom 13 (H): 0.067, atom 14 (H): 0.072, atom 15 (H): 0.103, atom 16 (H): 0.094, atom 17 (H): 0.175, atom 18 (H): 0.075, atom 19 (H): 0.072, atom 20 (H): 0.079, atom 21 (H): 0.077, atom 22 (H): 0.076, atom 23 (H): 0.077

=====

no.,strongest force on any atom (eV Å⁻¹)
1,1.5
2,1.0
3,1.3
4,0.9
5,3.5
6,3.6